C22H21N3O | wB97M-V/def2-TZVPD

orbital gap = 6.34 eV
E = -1090.42282 a.u.
net charge = 0
energy relative to the best compared isomer or geometry (same formula, charge and spin) = 2.187 eV

Last column: natural (NBO) charge in e.
CARTESIAN COORDINATES (ANGSTROEM)
C  3.499697  1.963323  4.133307  -0.631
C  2.553131  1.659678  3.051623  -0.041
C  1.574659  2.654857  2.708900  -0.196
C  0.581233  2.392281  1.771393  -0.242
C  0.556592  1.159127  1.097663  0.149
N  -0.402281  0.941196  0.109357  -0.620
C  -0.854332  -0.316047  -0.265603  0.253
C  -1.265964  -1.356759  0.534388  0.048
N  -1.345115  -1.393111  1.937435  -0.564
C  -1.797997  -2.613258  2.541146  0.064
C  -2.208177  -3.677427  1.773505  -0.346
C  -2.155410  -3.616451  0.282635  -0.092
C  -1.636586  -2.493431  -0.298247  -0.152
C  -1.373135  -2.049064  -1.639418  0.643
O  -1.443947  -2.791321  -2.610317  -0.602
N  -0.970296  -0.711692  -1.598473  -0.444
C  -0.815338  0.113781  -2.758345  0.113
C  0.441546  0.679849  -3.052656  -0.166
C  0.595396  1.529637  -4.134858  -0.237
C  -0.491631  1.852256  -4.970024  -0.206
C  -1.733310  1.257653  -4.681687  -0.197
C  -1.937089  0.381997  -3.560389  0.004
C  -3.337134  -0.123649  -3.275701  -0.637
C  1.552307  0.223973  1.430122  -0.254
C  2.552050  0.409510  2.383004  0.011
C  3.634884  -0.643846  2.567674  -0.641
H  4.522305  1.973516  3.703534  0.216
H  3.499105  1.213778  4.916354  0.215
H  3.262265  2.930928  4.603304  0.216
H  1.552683  3.608489  3.226050  0.210
H  -0.104888  3.141204  1.457879  0.208
H  -0.442282  1.690748  -0.563576  0.406
H  -1.211340  -0.558009  2.487284  0.423
H  -1.874691  -2.725104  3.606158  0.215
H  -2.576225  -4.572137  2.230524  0.224
H  -2.485317  -4.395455  -0.354674  0.228
H  1.309718  0.412111  -2.450148  0.218
H  1.560293  2.033270  -4.301009  0.215
H  -0.449155  2.572878  -5.762080  0.217
H  -2.535894  1.432064  -5.358974  0.208
H  -4.120079  0.642334  -3.582402  0.219
H  -3.455365  -0.343465  -2.204915  0.223
H  -3.491967  -1.031215  -3.809084  0.240
H  1.538577  -0.683144  0.846055  0.214
H  3.218649  -1.632719  2.442799  0.223
H  4.420799  -0.481365  1.822235  0.225
H  4.089057  -0.661766  3.568256  0.218

Force components x, y, z for each atom (eV/Å):
1.2 0.5 0.2
-1.8 0.3 -0.8
0.4 -1.6 0.0
0.9 -0.7 -0.3
1.3 0.2 1.2
-0.2 0.2 -0.4
-0.4 -0.9 2.0
0.6 1.8 0.0
-0.8 -2.5 0.9
-0.1 0.6 -2.4
0.5 1.2 -1.3
0.9 1.7 0.8
-0.3 0.2 2.9
-0.1 -1.1 -1.8
0.0 0.9 -0.4
-0.1 -1.0 -1.3
-0.1 0.1 0.0
-0.3 -0.4 -0.1
0.1 1.0 -0.4
-0.8 -1.2 1.5
1.3 -0.8 1.0
0.4 1.3 -1.0
-0.1 1.4 0.4
-0.5 -0.2 -0.5
-0.4 1.2 0.1
-0.2 0.4 0.3
-0.3 0.2 0.5
0.0 -0.2 0.2
0.3 -0.3 -0.2
0.2 -0.1 0.0
-0.6 0.6 0.1
-0.4 -0.2 -0.1
0.0 -0.2 -0.1
0.2 0.6 0.3
0.0 -0.2 0.3
-0.3 -0.9 -0.2
-0.3 0.1 0.0
-0.4 -0.5 0.1
0.3 0.1 -0.3
-0.7 0.2 -0.2
1.0 -1.0 0.3
-0.1 0.1 -0.3
-0.3 -0.8 -0.5
0.0 -0.4 0.0
-0.1 -0.3 -0.3
0.0 -0.1 0.2
-0.1 0.4 -0.3